DFT (ωB97M-V/def2-TZVPD) results for a structure of composition C38H63BaF4N11OP.

Multiplicity   1
Gap between HOMO and LUMO   0.251 Eh
Total charge   +1
Highest occupied orbital energy   -9.09 eV
F_max   0.0216 hartree/bohr
Relative energy (zero: lowest compared OMol25 entry of this formula, charge and spin)   0.463 eV
LUMO   -2.2618 eV

Cartesian coordinates (Å):
Ba (-1.1676, -0.7036, -0.1215)
C (-3.9737, -3.4935, -0.5443)
N (-4.2324, -2.1164, -0.1444)
C (-5.2158, -2.1212, 0.9294)
C (-4.7128, -1.3305, -1.2839)
C (-4.5566, 0.1788, -1.0473)
N (-3.2337, 0.6580, -1.4001)
C (-2.9006, 0.8942, -2.6811)
C (-1.6070, 1.4094, -2.9499)
F (-0.7818, 1.6531, -1.8798)
C (-1.1351, 1.6747, -4.2118)
F (0.1149, 2.1616, -4.3344)
C (-1.9045, 1.4616, -5.3379)
C (-3.1754, 0.9634, -5.1171)
F (-3.9735, 0.7256, -6.1653)
C (-3.6654, 0.6876, -3.8562)
F (-4.9158, 0.1778, -3.7721)
H (-4.8814, -3.9933, -0.9158)
H (-3.6058, -4.0574, 0.3158)
H (-3.2188, -3.5246, -1.3299)
H (-4.8233, -2.6556, 1.7945)
H (-6.1515, -2.6081, 0.6142)
H (-5.4575, -1.1058, 1.2424)
H (-5.7474, -1.5959, -1.5530)
H (-4.0946, -1.6001, -2.1435)
H (-4.6763, 0.3610, 0.0268)
H (-5.3711, 0.7133, -1.5444)
H (-1.5359, 1.6677, -6.3303)
C (-0.8785, -5.5960, -0.3175)
C (-0.6872, -4.3170, 0.4450)
O (-0.7891, -3.2117, -0.1035)
N (-0.3774, -4.4014, 1.7475)
C (-0.1140, -3.2203, 2.5681)
C (-1.3533, -2.6043, 3.1769)
C (-1.8586, -3.0871, 4.3742)
C (-2.9856, -2.4931, 4.9211)
C (-3.5632, -1.4288, 4.2537)
C (-2.9899, -1.0131, 3.0632)
N (-1.9167, -1.5807, 2.5257)
H (-0.9148, -5.3700, -1.3785)
H (-1.8176, -6.0677, -0.0227)
H (-0.0714, -6.3001, -0.1170)
H (-0.3500, -5.3108, 2.1779)
H (0.4014, -2.4807, 1.9535)
H (0.5764, -3.5268, 3.3534)
H (-1.3606, -3.9029, 4.8823)
H (-3.3940, -2.8431, 5.8598)
H (-4.4311, -0.9180, 4.6458)
H (-3.3962, -0.1644, 2.5236)
N (-2.9756, 4.9705, 1.2561)
C (-4.1036, 3.9690, 1.3050)
C (-3.5097, 2.6324, 1.7375)
N (-2.4250, 2.2016, 0.8952)
C (-1.3764, 3.1869, 0.7876)
C (-1.8890, 4.5353, 0.3001)
H (-2.5633, 5.0343, 2.1915)
H (-3.3244, 5.8972, 1.0172)
H (-4.5142, 3.9251, 0.2961)
H (-4.8526, 4.3555, 1.9949)
H (-4.3087, 1.8904, 1.7428)
H (-3.1395, 2.7146, 2.7691)
H (-2.7402, 1.8311, -0.0158)
H (-0.6001, 2.8434, 0.1086)
H (-0.9002, 3.2997, 1.7690)
H (-2.3556, 4.4723, -0.6835)
H (-1.1266, 5.3133, 0.3012)
N (0.0811, 1.1871, 2.8405)
C (-0.7005, 1.7320, 3.5174)
H (1.0336, 0.3865, 1.4971)
N (1.2053, -0.0777, 0.5913)
P (2.6222, 0.0384, -0.0663)
N (3.8116, -0.6118, 0.8670)
C (5.2238, -0.3494, 0.6083)
C (5.8006, 0.6124, 1.6419)
C (5.5665, 0.0843, 3.0545)
C (4.0839, -0.1994, 3.2815)
C (3.5539, -1.1384, 2.2061)
N (3.0249, 1.5850, -0.5142)
C (2.2917, 2.7228, 0.0350)
C (3.2553, 3.8233, 0.4592)
C (4.1487, 4.2422, -0.7043)
C (4.8565, 3.0287, -1.3010)
C (3.8472, 1.9488, -1.6671)
N (2.6942, -0.7948, -1.5095)
C (1.7616, -0.3632, -2.5474)
C (2.2350, -0.8078, -3.9224)
C (2.4371, -2.3195, -3.9536)
C (3.3434, -2.7632, -2.8091)
C (2.8203, -2.2532, -1.4737)
H (5.3469, 0.0344, -0.4045)
H (5.7668, -1.3028, 0.6488)
H (5.3030, 1.5803, 1.5293)
H (6.8650, 0.7667, 1.4509)
H (5.9424, 0.7918, 3.7950)
H (6.1362, -0.8425, 3.1900)
H (3.5075, 0.7307, 3.2462)
H (3.9180, -0.6385, 4.2673)
H (2.4836, -1.2947, 2.3221)
H (4.0511, -2.1150, 2.2897)
H (1.6830, 2.3989, 0.8793)
H (1.6123, 3.1107, -0.7430)
H (3.8668, 3.4483, 1.2854)
H (2.6907, 4.6765, 0.8431)
H (4.8729, 4.9941, -0.3875)
H (3.5304, 4.7086, -1.4805)
H (5.5696, 2.6212, -0.5785)
H (5.4235, 3.3109, -2.1905)
H (4.3375, 1.0612, -2.0629)
H (3.1914, 2.3299, -2.4661)
H (1.6283, 0.7166, -2.5016)
H (0.7666, -0.8218, -2.3733)
H (3.1759, -0.2982, -4.1500)
H (1.5068, -0.4928, -4.6726)
H (2.8465, -2.6323, -4.9150)
H (1.4627, -2.8134, -3.8543)
H (4.3522, -2.3700, -2.9641)
H (3.4226, -3.8518, -2.7743)
H (3.4839, -2.5295, -0.6559)
H (1.8349, -2.7070, -1.2687)

DFT (ωB97M-V/def2-TZVPD) results for an isolated molecule of CH2IOP.

Multiplicity   1
Gap between HOMO and LUMO   0.321 Eh
SMILES string   O=CPI
Highest occupied orbital energy   -9.13 eV
F_max   0.0537 hartree/bohr
Relative energy (zero: lowest compared OMol25 entry of this formula, charge and spin)   0.553 eV
LUMO   -0.4076 eV

Cartesian coordinates (Å):
O (0.3194, -1.8035, -0.3260)
C (0.5766, -0.7572, 0.1801)
P (-0.1676, 0.6558, -0.8906)
I (-2.2580, 0.5979, 0.2495)
H (1.2201, -0.6146, 1.2286)
H (0.3096, 1.9216, -0.4417)

DFT (ωB97M-V/def2-TZVPD) results for a cluster of 2 separate species, CH3IO2 in total.

Multiplicity   1
Gap between HOMO and LUMO (alpha / beta)   0.216 / 0.215 Eh
Highest occupied orbital energy (alpha / beta)   -9.75 / -9.74 eV
F_max   0.0522 hartree/bohr
Relative energy (zero: lowest compared OMol25 entry of this formula, charge and spin)   3.912 eV
LUMO (alpha / beta)   -3.8756 / -3.8749 eV

Cartesian coordinates (Å):
C (0.3991, -0.3595, 0.3174)
O (-0.8272, -0.8807, -0.0306)
O (0.4779, 0.9391, 0.5763)
I (-0.3034, 2.2161, -1.8667)
H (0.5242, -0.8774, 1.4411)
H (1.1888, -0.9097, -0.3194)
H (-1.4593, -0.1279, -0.1182)

DFT (ωB97M-V/def2-TZVPD) results for a cluster of 2 separate species, C6H12O in total.

Multiplicity   1
Gap between HOMO and LUMO   0.380 Eh
SMILES string   C/C=C/C.CC=O
Highest occupied orbital energy   -9.26 eV
F_max   0.0095 hartree/bohr
Relative energy (zero: lowest compared OMol25 entry of this formula, charge and spin)   1.284 eV
LUMO   1.0690 eV

Cartesian coordinates (Å):
C (-0.3582, 2.3848, 0.6304)
C (-0.2759, 1.3525, -0.4565)
C (0.8289, 0.6874, -0.7911)
C (0.9198, -0.3092, -1.9193)
H (-0.8036, 3.3114, 0.2456)
H (-0.9821, 2.0430, 1.4660)
H (0.6343, 2.6234, 1.0284)
H (-1.1954, 1.1582, -1.0150)
H (1.7385, 0.8748, -0.2176)
H (1.9540, -0.4344, -2.2556)
H (0.3189, 0.0062, -2.7794)
H (0.5605, -1.3044, -1.6221)
C (-1.0679, -1.9292, 0.8765)
C (0.2930, -1.5355, 1.3874)
O (0.4859, -0.8742, 2.3789)
H (-1.8412, -1.3471, 1.3817)
H (-1.2304, -2.9969, 1.0735)
H (-1.1284, -1.7823, -0.2072)
H (1.1495, -1.9285, 0.7956)

DFT (ωB97M-V/def2-TZVPD) results for a cluster of 2 separate species, C6H12O in total.

Multiplicity   1
Gap between HOMO and LUMO   0.397 Eh
SMILES string   CC[C@H]1C[C@H]1C=O.[H][H]
Highest occupied orbital energy   -9.67 eV
F_max   0.0085 hartree/bohr
Relative energy (zero: lowest compared OMol25 entry of this formula, charge and spin)   2.111 eV
LUMO   1.1236 eV

Cartesian coordinates (Å):
C (1.1131, 0.9774, 1.7186)
C (1.2361, 0.0771, 0.4907)
C (0.5515, 0.6574, -0.7307)
C (-0.0568, -0.2107, -1.7753)
C (-0.9566, 0.6523, -0.9053)
C (-1.8864, 0.0101, 0.0555)
O (-3.0574, 0.3077, 0.1359)
H (1.5283, 1.9723, 1.5201)
H (1.6486, 0.5558, 2.5754)
H (0.0638, 1.1093, 2.0069)
H (0.8331, -0.9192, 0.7147)
H (2.2960, -0.0767, 0.2482)
H (1.0142, 1.5749, -1.0925)
H (0.0229, 0.0703, -2.8216)
H (-0.0684, -1.2845, -1.6021)
H (-1.4017, 1.5204, -1.3824)
H (-1.4679, -0.7807, 0.7152)
H (-0.3613, -3.1894, 0.1753)
H (-1.0512, -3.0238, -0.0467)

DFT (ωB97M-V/def2-TZVPD) results for a structure of composition C5H8N2O.

Multiplicity   1
Gap between HOMO and LUMO   0.351 Eh
Highest occupied orbital energy   -8.65 eV
F_max   0.1741 hartree/bohr
Relative energy (zero: lowest compared OMol25 entry of this formula, charge and spin)   7.498 eV
LUMO   0.8967 eV

Cartesian coordinates (Å):
C (-2.7236, -0.1691, 1.0308)
C (-2.5380, -0.0039, -0.1898)
C (-1.0993, -0.2597, -0.6641)
C (-0.2968, 0.9589, -0.6807)
C (2.5320, -0.2857, 0.1813)
H (-3.7562, 0.2328, 1.3384)
H (-1.7543, -0.8529, 1.6831)
H (-3.0999, 0.7709, -1.1197)
H (-0.8737, -0.6432, -1.5649)
H (-0.7286, 1.7756, -0.2384)
H (0.2553, 1.0401, -1.6649)
H (1.0686, -2.0426, -0.5604)
H (3.4232, -1.0314, -0.1120)
N (0.1742, -0.1350, 0.2600)
N (1.1825, -0.9101, -0.3622)
O (2.5904, 0.8279, 0.6111)

DFT (ωB97M-V/def2-TZVPD) results for a structure of composition C34H30N8O7Re.

Multiplicity   2
Gap between HOMO and LUMO (alpha / beta)   0.199 / 0.203 Eh
<S²>   0.875
Total charge   +2
Highest occupied orbital energy (alpha / beta)   -12.79 / -12.81 eV
F_max   0.0319 hartree/bohr
Relative energy (zero: lowest compared OMol25 entry of this formula, charge and spin)   0.000 eV
LUMO (alpha / beta)   -7.3826 / -7.2774 eV

Cartesian coordinates (Å):
Re (-0.4530, -0.0427, 0.1870)
C (2.6123, 1.1692, 2.2002)
N (3.1449, 0.3889, 1.0665)
C (4.2452, 1.0467, 0.3432)
C (2.8612, -0.9318, 0.8416)
C (3.7987, -1.7517, 0.1765)
C (3.6184, -3.1091, 0.0760)
C (2.4942, -3.7439, 0.6421)
C (1.5525, -2.9762, 1.2559)
C (1.6785, -1.5676, 1.3091)
N (0.5596, -0.7780, 1.6842)
C (-0.1551, -1.0402, 2.8937)
C (0.3642, -1.7652, 3.9589)
C (-0.4340, -2.0257, 5.0644)
C (-1.7367, -1.5467, 5.1157)
C (-2.2281, -0.7577, 4.0798)
C (-1.4278, -0.5058, 2.9858)
N (-1.8189, 0.3972, 1.8965)
C (-3.2629, 0.2530, 1.5314)
C (-1.6125, 1.7991, 2.4067)
H (3.4305, 1.7364, 2.6426)
H (1.8430, 1.8770, 1.9020)
H (2.2165, 0.5105, 2.9685)
H (5.2236, 0.8271, 0.7817)
H (4.2637, 0.7443, -0.7035)
H (4.0933, 2.1245, 0.3909)
H (4.7205, -1.3154, -0.1889)
H (4.3771, -3.7051, -0.4194)
H (2.3752, -4.8212, 0.5891)
H (0.6568, -3.4407, 1.6610)
H (1.3914, -2.1183, 3.9234)
H (-0.0336, -2.6006, 5.8934)
H (-2.3677, -1.7655, 5.9707)
H (-3.2227, -0.3326, 4.1541)
H (-3.9056, 0.6495, 2.3179)
H (-3.4523, 0.8106, 0.6214)
H (-3.5064, -0.7915, 1.3639)
H (-2.1546, 1.9232, 3.3437)
H (-0.5537, 1.9792, 2.5703)
H (-1.9935, 2.5098, 1.6755)
C (-2.4243, -3.9316, -0.2922)
C (-1.8475, -2.8266, 0.3271)
N (-0.9882, -2.0236, -0.3052)
C (-0.6332, -2.3355, -1.5927)
C (-1.1690, -3.4139, -2.2778)
C (-2.1072, -4.2097, -1.5983)
C (-0.7498, -3.6641, -3.6316)
C (0.1651, -2.8781, -4.2273)
C (0.7321, -1.7501, -3.5295)
C (1.6599, -0.8551, -4.1008)
C (2.1137, 0.2152, -3.3727)
C (1.6336, 0.4173, -2.0763)
N (0.7572, -0.4064, -1.5194)
C (0.3212, -1.4858, -2.2345)
H (-3.1244, -4.5459, 0.2633)
H (-2.0673, -2.5849, 1.3616)
H (-2.5758, -5.0461, -2.1127)
H (-1.1883, -4.5003, -4.1660)
H (0.4850, -3.0767, -5.2467)
H (2.0014, -1.0139, -5.1204)
H (2.8287, 0.9137, -3.7880)
H (1.9437, 1.2642, -1.4773)
O (-2.1684, 7.0897, -2.9680)
N (-2.4663, 5.9480, -3.2637)
O (-3.2227, 5.6109, -4.1564)
C (-1.8456, 4.8696, -2.4548)
C (-2.1273, 3.5768, -2.7358)
C (-1.5791, 2.5788, -1.9222)
C (-0.7086, 2.8501, -0.8457)
O (-0.2225, 1.9480, -0.0436)
C (-0.3922, 4.2286, -0.6910)
C (-0.9766, 5.2113, -1.4315)
N (0.6132, 4.6999, 0.3019)
O (0.4340, 5.8027, 0.7765)
O (1.5258, 3.9473, 0.6043)
N (-1.9704, 1.2251, -2.2288)
O (-1.9211, 0.3223, -1.3194)
O (-2.4097, 0.9404, -3.2904)
H (-2.7860, 3.3265, -3.5514)
H (-0.7455, 6.2489, -1.2361)

DFT (ωB97M-V/def2-TZVPD) results for a structure of composition C18H28BN3O8Ru.

Multiplicity   6
Gap between HOMO and LUMO (alpha / beta)   0.315 / 0.235 Eh
<S²>   8.756
Total charge   +1
Highest occupied orbital energy (alpha / beta)   -10.87 / -10.88 eV
F_max   0.0141 hartree/bohr
Relative energy (zero: lowest compared OMol25 entry of this formula, charge and spin)   0.000 eV
LUMO (alpha / beta)   -2.2982 / -4.4743 eV

Cartesian coordinates (Å):
Ru (1.1077, 1.5081, 0.5822)
C (1.1505, -0.7519, -3.3901)
N (1.4499, 0.6790, -3.4235)
C (1.1761, 1.3766, -4.6791)
C (1.8208, 1.3168, -2.3311)
O (2.0249, 0.7214, -1.2444)
C (2.0151, 2.8332, -2.3744)
O (2.3172, 3.3254, -1.0903)
C (3.6757, 3.4645, -0.7420)
C (3.9858, 2.7406, 0.5665)
O (3.1213, 2.0450, 1.1388)
N (5.1976, 2.8664, 1.0840)
C (6.2413, 3.7220, 0.5283)
C (5.5326, 2.2437, 2.3626)
H (1.7942, -1.2710, -4.0988)
H (0.1094, -0.9034, -3.6733)
H (1.3170, -1.1306, -2.3881)
H (1.2675, 0.6598, -5.4913)
H (1.8988, 2.1689, -4.8543)
H (0.1661, 1.7875, -4.6863)
H (1.0925, 3.3185, -2.6957)
H (2.7965, 3.0892, -3.0966)
H (3.8863, 4.5299, -0.6113)
H (4.3350, 3.0860, -1.5294)
H (6.0197, 4.0278, -0.4885)
H (7.1799, 3.1701, 0.5170)
H (6.3606, 4.6107, 1.1497)
H (4.7652, 1.5322, 2.6411)
H (5.6188, 3.0118, 3.1317)
H (6.4893, 1.7344, 2.2598)
O (-0.7579, 4.8167, 0.2827)
N (-0.1884, 3.7854, 0.3977)
O (0.6525, 3.5339, 1.3284)
O (-0.3985, 2.7728, -0.3759)
C (-4.6192, -4.1421, 3.3413)
C (-4.7722, -3.8823, 1.8433)
C (-6.1528, -3.2643, 1.5971)
C (-4.6676, -5.2224, 1.1058)
C (-3.6889, -2.9358, 1.3153)
C (-3.6930, -2.5889, -0.0433)
C (-2.7443, -1.7485, -0.6170)
C (-1.7847, -1.2596, 0.2369)
O (-0.7004, -0.4142, -0.0336)
B (-0.1048, -0.2205, 1.2064)
O (-0.7057, -0.9287, 2.2073)
C (-1.7694, -1.5791, 1.5735)
C (-2.6975, -2.4158, 2.1499)
H (-5.4123, -4.8125, 3.6737)
H (-4.6997, -3.2246, 3.9267)
H (-3.6671, -4.6202, 3.5784)
H (-6.9338, -3.9366, 1.9556)
H (-6.3333, -3.0845, 0.5370)
H (-6.2571, -2.3133, 2.1214)
H (-5.4223, -5.9174, 1.4773)
H (-3.6866, -5.6765, 1.2538)
H (-4.8260, -5.1060, 0.0331)
H (-4.4685, -2.9887, -0.6823)
H (-2.7671, -1.4953, -1.6667)
H (-2.6464, -2.6433, 3.2029)

DFT (ωB97M-V/def2-TZVPD) results for a cluster of 3 separate species, C2H10NO2S in total.

Multiplicity   1
Gap between HOMO and LUMO   0.228 Eh
Total charge   -1
Highest occupied orbital energy   -2.75 eV
F_max   0.0184 hartree/bohr
Relative energy (zero: lowest compared OMol25 entry of this formula, charge and spin)   0.289 eV
LUMO   3.4460 eV

Cartesian coordinates (Å):
C (-0.3045, 0.0746, -0.9853)
C (1.1962, 0.0716, -0.7701)
S (2.0308, -1.3000, -1.6571)
N (-0.9794, -1.1689, -0.6522)
H (-0.4995, 0.3200, -2.0353)
H (-0.7671, 0.8722, -0.3816)
H (1.4370, -0.0642, 0.2997)
H (1.6126, 1.0268, -1.1078)
H (-0.7569, -1.5039, 0.2822)
H (-0.6114, -1.9019, -1.2578)
H (-3.1504, -0.4639, 0.0900)
H (-2.7319, 0.5362, 1.1063)
O (-3.3579, -0.1884, 0.9980)
H (1.5745, 1.3170, 2.3233)
H (2.7744, 0.9802, 1.4547)
O (2.5333, 1.3928, 2.2932)